(1)
The following is a DFT calculation (the ωB97M-V functional and the def2-TZVPD basis) of 2 unconnected molecules or ions with the total composition C23H28FOSi at a distorted geometry.

Last column: Löwdin charge in e.
Cartesian coordinates (Å):
F1 -0.85 3.93 2.15  0.055
C1 0.24 3.47 1.43  -0.213
C2 0.92 4.35 0.61  0.029
C3 1.98 3.86 -0.15  -0.040
C4 2.29 2.51 -0.14  -0.015
C5 1.48 1.58 0.57  -0.199
C6 1.73 0.16 0.36  0.042
C7 1.74 -0.84 1.42  -0.205
C8 2.60 -1.96 1.22  0.002
C9 2.44 -3.11 1.99  -0.047
C10 1.48 -3.16 3.00  -0.028
C11 0.74 -2.01 3.32  -0.032
C12 0.94 -0.83 2.59  0.002
C13 0.49 2.10 1.45  0.072
H1 0.62 5.41 0.56  0.139
H2 2.54 4.53 -0.81  0.126
H3 3.14 2.13 -0.70  0.126
H4 2.45 -0.05 -0.44  0.138
H5 3.34 -1.91 0.43  0.122
H6 3.05 -3.98 1.76  0.118
H7 1.31 -4.08 3.55  0.119
H8 -0.02 -2.04 4.09  0.114
H9 0.43 0.07 2.92  0.094
H10 -0.17 1.46 2.01  0.108
C14 -0.07 -4.16 -6.70  -0.147
C15 -0.07 -2.91 -5.82  -0.307
Si1 -0.20 -3.30 -3.99  0.622
C16 -1.81 -4.19 -3.65  -0.303
C17 -3.07 -3.46 -4.10  -0.154
C18 1.21 -4.39 -3.43  -0.304
C19 2.59 -3.76 -3.65  -0.156
C20 -0.09 -1.75 -2.97  -0.210
C21 -0.08 -0.41 -3.32  -0.021
C22 0.00 0.33 -2.14  -0.010
C23 0.05 -0.56 -1.08  -0.132
O1 -0.04 -1.84 -1.60  0.009
H11 0.03 -3.87 -7.76  0.077
H12 0.77 -4.84 -6.46  0.070
H13 -0.99 -4.74 -6.59  0.071
H14 0.85 -2.32 -5.99  0.076
H15 -0.91 -2.26 -6.10  0.076
H16 -1.76 -5.19 -4.12  0.084
H17 -1.85 -4.36 -2.57  0.080
H18 -3.96 -4.06 -3.87  0.075
H19 -3.18 -2.50 -3.58  0.068
H20 -3.08 -3.25 -5.18  0.067
H21 1.06 -4.58 -2.36  0.079
H22 1.15 -5.36 -3.94  0.083
H23 3.37 -4.45 -3.28  0.073
H24 2.79 -3.56 -4.71  0.071
H25 2.69 -2.82 -3.10  0.060
H26 -0.10 -0.06 -4.33  0.117
H27 0.02 1.41 -2.06  0.126
H28 -0.29 -0.45 -0.06  0.136

The net charge is +1. For the molar mass, the calculation gives 367.560 g/mol. The largest force on an atom comes out at 2.232 eV/A. The calculation puts the relative energy (zero: lowest compared OMol25 entry of this formula, charge and spin) at 73.1 kJ/mol. As for the frontier orbital gap: 6.2 eV. Its total energy is -36939.920 eV.

=====

(2)
The following is a DFT calculation (the ωB97M-V functional and the def2-TZVPD basis) of 3 unconnected molecules or ions with the total composition C17H39Br3N2OPS at a distorted geometry.

Last column: Löwdin charge in e.
Cartesian coordinates (Å):
C1 5.84 -1.36 2.63  -0.208
C2 4.32 -0.90 3.18  -0.734
Br1 4.26 0.07 4.88  0.619
C3 3.11 -1.23 2.45  -0.760
Br2 3.47 -2.31 0.73  0.544
P1 1.28 -0.88 2.74  -0.163
S1 -0.84 -0.49 2.96  0.309
Br3 1.23 -1.64 4.89  0.190
C4 1.53 0.98 3.25  -0.442
C5 0.39 1.98 2.62  -0.282
O1 -0.01 3.01 3.42  -0.167
H1 6.02 -1.05 1.51  0.054
H2 6.68 -0.81 3.26  0.064
H3 6.01 -2.52 2.84  0.087
H4 0.94 -2.19 2.20  -0.055
H5 1.15 -0.38 1.37  -0.020
H6 -1.27 -0.80 4.28  -0.171
H7 2.58 1.37 2.84  0.081
H8 1.46 1.03 4.43  0.048
H9 -0.07 1.92 1.54  0.103
C6 -3.09 3.34 1.95  -0.086
C7 -2.44 3.83 0.66  -0.269
N1 -3.28 4.74 -0.11  -0.193
C8 -2.80 4.95 -1.48  -0.259
C9 -1.45 5.64 -1.66  -0.097
C10 -3.75 5.94 0.58  -0.255
C11 -2.70 6.87 1.18  -0.091
H10 -4.07 2.91 1.76  0.077
H11 -2.46 2.57 2.42  0.051
H12 -3.20 4.15 2.68  0.069
H13 -2.23 2.94 0.06  0.118
H14 -1.46 4.28 0.90  0.096
H15 -3.56 5.51 -2.05  0.107
H16 -2.75 3.97 -1.98  0.107
H17 -1.50 6.70 -1.44  0.051
H18 -1.13 5.54 -2.70  0.068
H19 -0.67 5.18 -1.04  0.070
H20 -4.42 5.63 1.39  0.100
H21 -4.39 6.53 -0.09  0.110
H22 -1.94 6.33 1.75  0.073
H23 -3.18 7.58 1.86  0.069
H24 -2.20 7.47 0.41  0.050
C12 0.72 -2.59 -1.78  -0.110
C13 1.32 -3.83 -2.43  -0.272
N2 0.60 -5.06 -2.11  -0.185
C14 1.34 -6.28 -2.47  -0.254
C15 1.63 -6.52 -3.94  -0.099
C16 -0.83 -5.09 -2.43  -0.249
C17 -1.24 -4.82 -3.88  -0.095
H25 0.61 -2.72 -0.70  0.061
H26 1.37 -1.72 -1.95  0.069
H27 -0.27 -2.34 -2.20  0.064
H28 2.35 -3.91 -2.06  0.104
H29 1.38 -3.67 -3.51  0.094
H30 0.82 -7.15 -2.06  0.110
H31 2.30 -6.26 -1.93  0.109
H32 0.73 -6.82 -4.49  0.051
H33 2.35 -7.33 -4.04  0.068
H34 2.06 -5.64 -4.43  0.066
H35 -1.34 -4.35 -1.80  0.105
H36 -1.26 -6.05 -2.12  0.113
H37 -0.73 -3.94 -4.30  0.067
H38 -2.31 -4.62 -3.92  0.070
H39 -1.04 -5.67 -4.52  0.050

The net charge is -1. For the molar mass, the calculation gives 590.265 g/mol. The largest force on an atom comes out at 7.633 eV/A. As for the frontier orbital gap: 7.7 eV. Its total energy is -253537.343 eV.

=====

(3)
The following is a DFT calculation (the ωB97M-V functional and the def2-TZVPD basis) of 7 unconnected molecules or ions with the total composition C48H88FN2O6S2 at a distorted geometry.

Last column: Löwdin charge in e.
Cartesian coordinates (Å):
C1 10.53 -1.73 1.08  0.092
C2 10.29 -0.99 0.13  -0.113
C3 10.03 -0.27 -1.23  -0.124
C4 8.59 -0.57 -1.86  -0.200
C5 7.53 0.64 -1.61  -0.092
C6 6.21 0.03 -0.98  -0.284
C7 5.14 1.13 -0.52  -0.143
C8 3.69 0.43 -0.37  -0.261
C9 2.77 0.76 -1.61  -0.481
S1 1.17 -0.16 -1.66  0.872
C10 0.00 0.59 -0.49  -0.963
S2 0.66 1.45 0.80  0.683
N1 -1.44 0.55 -0.60  -0.111
C11 -2.10 0.12 0.65  -0.225
C12 -1.55 -0.99 1.50  -0.029
C13 -2.33 -1.33 2.74  -0.059
C14 -3.60 -0.60 3.09  -0.066
C15 -4.17 0.48 2.21  -0.065
C16 -3.40 0.84 0.98  0.007
C17 -1.91 -0.30 -1.71  -0.234
C18 -1.70 -1.77 -1.85  -0.021
C19 -2.28 -2.44 -3.07  -0.063
C20 -3.08 -1.74 -4.13  -0.068
C21 -3.30 -0.27 -3.98  -0.069
C22 -2.71 0.42 -2.79  -0.003
C23 6.68 -0.82 0.30  -0.070
N2 7.37 -2.08 -0.14  0.104
C24 8.00 -1.99 -1.49  -0.226
F1 8.94 -3.05 -1.66  0.019
H1 10.64 -2.37 1.99  0.064
H2 10.13 0.84 -1.10  0.120
H3 10.82 -0.62 -1.98  0.134
H4 8.74 -0.59 -2.99  0.156
H5 7.31 1.13 -2.62  0.134
H6 8.02 1.42 -0.95  0.126
H7 5.66 -0.62 -1.74  0.146
H8 5.12 2.01 -1.24  0.126
H9 5.51 1.54 0.48  0.121
H10 3.91 -0.68 -0.23  0.102
H11 3.29 0.79 0.62  0.051
H12 3.34 0.45 -2.56  0.091
H13 2.52 1.86 -1.60  0.091
H14 -0.58 -1.49 1.21  0.102
H15 -1.99 -2.14 3.45  0.094
H16 -4.17 -0.85 4.03  0.094
H17 -5.11 1.05 2.42  0.102
H18 -3.77 1.65 0.28  0.110
H19 -1.12 -2.35 -1.08  0.093
H20 -2.12 -3.55 -3.21  0.087
H21 -3.54 -2.26 -5.02  0.098
H22 -3.91 0.34 -4.72  0.101
H23 -2.90 1.53 -2.69  0.106
H24 7.37 -0.22 0.98  0.157
H25 5.75 -1.08 0.89  0.144
H26 6.63 -2.81 -0.21  0.196
H27 8.05 -2.44 0.55  0.169
H28 7.17 -2.21 -2.25  0.171
C25 -10.18 -0.87 1.70  -0.074
C26 -9.66 -0.03 0.54  -0.273
O1 -8.29 0.33 0.67  -0.174
C27 -7.36 -0.74 0.74  -0.277
C28 -7.37 -1.64 -0.48  -0.074
H29 -10.04 -0.34 2.64  0.081
H30 -11.24 -1.08 1.56  0.080
H31 -9.66 -1.83 1.77  0.065
H32 -10.23 0.90 0.50  0.109
H33 -9.83 -0.53 -0.42  0.108
H34 -7.52 -1.32 1.66  0.109
H35 -6.37 -0.28 0.83  0.089
H36 -8.34 -2.13 -0.62  0.066
H37 -6.61 -2.41 -0.39  0.077
H38 -7.18 -1.05 -1.39  0.082
C29 -10.54 6.41 2.86  -0.082
C30 -10.90 4.96 3.17  -0.281
O2 -10.97 4.13 2.03  -0.161
C31 -9.77 4.01 1.27  -0.277
C32 -8.61 3.44 2.05  -0.078
H39 -11.26 6.83 2.15  0.082
H40 -10.55 7.01 3.77  0.077
H41 -9.55 6.49 2.41  0.064
H42 -11.89 4.94 3.63  0.118
H43 -10.21 4.54 3.91  0.105
H44 -9.51 4.97 0.82  0.107
H45 -10.00 3.34 0.44  0.109
H46 -8.32 4.08 2.89  0.065
H47 -7.73 3.32 1.40  0.078
H48 -8.87 2.46 2.46  0.072
C33 -1.66 4.39 1.22  -0.093
C34 -2.88 4.96 0.53  -0.279
O3 -3.92 5.35 1.43  -0.163
C35 -3.58 6.35 2.38  -0.281
C36 -3.15 7.66 1.75  -0.081
H49 -1.93 3.53 1.84  0.070
H50 -0.92 4.08 0.48  0.051
H51 -1.18 5.12 1.88  0.067
H52 -3.31 4.19 -0.12  0.106
H53 -2.62 5.80 -0.12  0.107
H54 -2.82 5.98 3.07  0.105
H55 -4.48 6.52 2.98  0.119
H56 -2.25 7.55 1.15  0.064
H57 -2.95 8.41 2.52  0.078
H58 -3.94 8.04 1.09  0.083
C37 -0.84 -6.58 -1.04  -0.072
C38 0.15 -5.72 -1.82  -0.277
O4 0.68 -4.64 -1.06  -0.179
C39 1.40 -4.98 0.11  -0.282
C40 2.61 -5.86 -0.15  -0.080
H59 -1.67 -5.97 -0.68  0.084
H60 -1.24 -7.37 -1.69  0.082
H61 -0.38 -7.06 -0.18  0.068
H62 -0.36 -5.28 -2.68  0.106
H63 0.97 -6.33 -2.23  0.107
H64 0.73 -5.45 0.84  0.110
H65 1.73 -4.04 0.56  0.114
H66 2.34 -6.82 -0.58  0.069
H67 3.15 -6.05 0.79  0.077
H68 3.29 -5.37 -0.85  0.070
C41 4.19 -3.83 -4.46  -0.079
C42 4.70 -2.95 -5.59  -0.272
O5 6.06 -2.56 -5.43  -0.176
C43 7.02 -3.61 -5.38  -0.294
C44 7.04 -4.47 -6.62  -0.073
H69 4.30 -3.32 -3.50  0.066
H70 3.13 -4.06 -4.61  0.083
H71 4.74 -4.77 -4.40  0.067
H72 4.12 -2.03 -5.61  0.119
H73 4.56 -3.43 -6.56  0.112
H74 6.86 -4.21 -4.48  0.099
H75 7.99 -3.13 -5.26  0.114
H76 6.10 -4.99 -6.78  0.070
H77 7.83 -5.23 -6.54  0.082
H78 7.24 -3.86 -7.51  0.088
C45 5.86 1.45 5.51  -0.075
C46 5.74 1.51 4.00  -0.290
O6 4.74 0.64 3.48  -0.190
C47 3.41 0.89 3.92  -0.271
C48 2.89 2.27 3.58  -0.089
H79 6.07 0.43 5.85  0.084
H80 6.67 2.10 5.85  0.082
H81 4.95 1.78 6.01  0.070
H82 6.69 1.18 3.56  0.106
H83 5.57 2.53 3.65  0.108
H84 3.32 0.69 5.00  0.110
H85 2.77 0.14 3.43  0.114
H86 3.48 3.06 4.06  0.070
H87 1.85 2.39 3.90  0.083
H88 2.94 2.44 2.50  0.048

The net charge is +1. For the molar mass, the calculation gives 872.372 g/mol. The largest force on an atom comes out at 4.437 eV/A. As for the frontier orbital gap: 6.9 eV. Its total energy is -90840.152 eV.